Density functional theory data (ωB97M-V/def2-TZVPD) for a cluster of 11 separate species, C5H31NO10 in total.

Geometry (Å):
C (1.44, -0.69, -2.14)
C (0.67, 0.27, -1.41)
C (0.87, 1.56, -1.53)
C (1.47, 2.36, -2.61)
N (0.41, 2.35, -0.46)
C (-0.74, 3.29, -0.56)
H (2.17, -0.18, -2.80)
H (1.97, -1.35, -1.47)
H (0.83, -1.49, -2.74)
H (0.05, -0.36, -0.63)
H (0.84, 2.51, -3.54)
H (2.25, 1.93, -3.22)
H (1.74, 3.45, -2.30)
H (0.29, 1.79, 0.39)
H (-1.54, 2.78, -0.02)
H (-0.58, 4.31, -0.08)
H (-1.15, 3.46, -1.57)
O (3.76, -0.78, 1.42)
H (3.15, -0.65, 0.58)
H (3.46, -1.10, 2.21)
O (1.64, -1.84, 2.39)
H (1.76, -2.32, 3.26)
H (0.76, -1.82, 2.26)
O (2.69, 1.75, 1.53)
H (3.31, 1.06, 1.15)
H (2.32, 2.07, 0.76)
O (-1.85, -3.18, 1.03)
H (-2.68, -2.69, 1.14)
H (-1.78, -3.37, 0.12)
O (-0.99, -1.27, 2.24)
H (-1.68, -0.92, 2.81)
H (-1.11, -2.07, 1.65)
O (-3.36, -0.43, -1.05)
H (-2.82, -1.09, -1.53)
H (-3.06, -0.12, -0.22)
O (-2.15, 0.81, 1.13)
H (-1.39, 0.29, 1.48)
H (-1.88, 1.56, 1.64)
O (-1.60, -2.83, -1.84)
H (-0.68, -2.65, -2.00)
H (-1.99, -2.64, -2.72)
O (-1.35, -0.73, -3.40)
H (-0.90, -0.48, -2.54)
H (-1.60, -0.04, -3.96)
O (-0.06, 1.04, 3.71)
H (0.79, 0.57, 3.51)
H (0.22, 1.92, 3.87)

Computed properties:
Structure (SMILES) ... C/C=C(\C)NC.O.O.O.O.O.O.O.O.O.O
Kohn-Sham gap ... 8.85 eV
LUMO level ... 0.28 eV
Relative energy (zero: lowest compared OMol25 entry of this formula, charge and spin) ... 96.25 kcal/mol

=====

Density functional theory data (ωB97M-V/def2-TZVPD) for a structure of composition C32H63AlBr2Cl4F2N4NaNbO16PS.

Geometry (Å):
C (5.74, 2.45, 5.18)
C (5.80, 0.93, 5.31)
S (5.30, -0.03, 3.87)
C (4.07, 0.81, 3.00)
Nb (2.14, -0.39, 2.70)
C (0.13, -1.35, 2.38)
C (-0.90, -0.63, 3.24)
C (-1.60, -1.72, 4.13)
O (-1.84, -0.06, 2.37)
C (-2.66, 0.86, 3.10)
C (-2.07, 2.25, 3.11)
C (-1.86, 2.86, 4.33)
C (-1.28, 4.12, 4.41)
C (-0.93, 4.77, 3.24)
C (-1.18, 4.16, 2.03)
C (-1.74, 2.90, 1.93)
C (1.79, -0.54, 4.98)
O (0.95, -1.26, 5.41)
N (2.58, 0.29, 5.86)
C (2.02, 1.61, 5.78)
O (0.84, 1.75, 5.78)
F (2.82, 2.64, 5.63)
C (3.16, -2.40, 2.36)
Br (3.50, -3.07, 4.23)
C (4.38, -2.67, 1.46)
C (5.55, -3.42, 2.08)
Br (5.20, -1.17, 0.46)
P (1.98, 0.08, 0.15)
O (3.00, 1.06, -0.26)
O (2.09, -1.37, -0.50)
O (0.54, 0.69, -0.26)
H (6.74, 2.86, 5.29)
H (5.36, 2.81, 4.24)
H (5.17, 2.86, 6.01)
H (5.25, 0.56, 6.18)
H (6.83, 0.64, 5.49)
H (4.40, 1.14, 2.02)
H (3.77, 1.69, 3.57)
H (1.26, 1.19, 2.81)
H (0.24, -2.42, 2.56)
H (-0.18, -1.26, 1.34)
H (-0.46, 0.11, 3.91)
H (-1.70, -1.35, 5.14)
H (-1.03, -2.64, 4.20)
H (-2.58, -1.94, 3.72)
H (-2.79, 0.57, 4.14)
H (-3.66, 0.86, 2.66)
H (-2.14, 2.34, 5.24)
H (-1.12, 4.55, 5.38)
H (-0.46, 5.74, 3.28)
H (-0.91, 4.66, 1.10)
H (-1.93, 2.42, 0.98)
H (2.51, -0.06, 6.82)
H (2.39, -3.08, 2.02)
H (4.09, -3.38, 0.67)
H (6.29, -3.49, 1.24)
H (5.30, -4.44, 2.31)
H (6.04, -2.87, 2.89)
H (2.40, -1.35, -1.42)
H (-0.02, 0.76, 0.53)
C (-3.40, 0.53, -1.97)
C (-3.95, 1.80, -1.37)
O (-3.38, 2.40, -0.47)
N (-5.13, 2.26, -1.86)
C (-5.94, 1.69, -2.91)
H (-2.46, 0.30, -1.48)
H (-4.09, -0.30, -1.82)
H (-3.22, 0.69, -3.03)
H (-5.44, 3.11, -1.42)
H (-6.05, 2.41, -3.73)
H (-6.94, 1.46, -2.53)
H (-5.49, 0.79, -3.30)
O (1.13, 3.09, 8.89)
H (1.13, 2.54, 8.10)
H (2.06, 3.02, 9.21)
C (-1.95, -2.65, -4.87)
C (-2.62, -1.37, -5.36)
C (-4.15, -1.42, -5.34)
C (-4.84, -2.46, -6.21)
N (-4.64, -2.30, -7.70)
C (-3.33, -2.91, -8.17)
C (-3.65, -4.38, -8.36)
C (-5.02, -4.35, -9.02)
C (-5.71, -3.11, -8.44)
C (-4.73, -0.87, -8.11)
H (-2.28, -3.54, -5.43)
H (-0.87, -2.57, -4.99)
H (-2.16, -2.82, -3.82)
H (-2.27, -1.10, -6.35)
H (-2.31, -0.55, -4.72)
H (-4.54, -0.43, -5.56)
H (-4.47, -1.63, -4.31)
H (-5.91, -2.36, -6.04)
H (-4.55, -3.47, -5.95)
H (-3.08, -2.44, -9.12)
H (-2.55, -2.72, -7.45)
H (-3.69, -4.89, -7.39)
H (-2.90, -4.89, -8.96)
H (-5.59, -5.26, -8.84)
H (-4.92, -4.24, -10.10)
H (-6.50, -3.36, -7.73)
H (-6.13, -2.49, -9.22)
H (-3.89, -0.32, -7.70)
H (-5.67, -0.46, -7.76)
H (-4.69, -0.82, -9.20)
N (-1.40, 2.13, -5.66)
O (-1.42, 1.26, -6.53)
O (-1.97, 1.98, -4.58)
O (-0.76, 3.20, -5.88)
C (2.49, -2.96, -4.76)
O (2.27, -2.47, -3.43)
H (1.80, -2.44, -5.42)
H (3.52, -2.75, -5.08)
H (2.30, -4.03, -4.81)
H (2.89, -2.94, -2.86)
C (7.41, 5.35, 2.77)
Cl (6.77, 3.97, 1.86)
Cl (6.52, 5.58, 4.28)
Cl (9.13, 5.14, 3.09)
H (7.28, 6.24, 2.17)
Na (-0.32, 5.46, -5.83)
Al (7.63, -2.23, 1.07)
O (3.19, 2.96, 10.64)
Cl (3.13, 2.57, 12.03)
O (3.66, 1.23, 12.16)
O (1.77, 2.60, 12.49)
O (3.93, 3.48, 12.81)
F (4.35, -4.53, -0.40)

Computed properties:
Total charge ... +1
Kohn-Sham gap ... 1.30 eV
LUMO level ... -6.93 eV

=====

Density functional theory data (ωB97M-V/def2-TZVPD) for a cluster of 2 separate species, C2H6Cl3PSi in total.

Geometry (Å):
C (0.15, 0.76, 1.10)
C (0.19, -0.58, -1.35)
Si (2.97, -0.25, 0.09)
P (1.06, 0.73, -0.49)
Cl (4.23, -1.00, -1.37)
Cl (-0.70, -2.55, 1.42)
Cl (4.22, 0.88, 1.21)
H (-0.89, 0.77, 0.85)
H (0.47, 1.70, 1.70)
H (0.51, -0.03, 1.89)
H (-0.92, -0.36, -1.54)
H (0.06, -1.60, -0.72)
H (0.63, -0.76, -2.45)

Computed properties:
Kohn-Sham gap (spin up / spin down) ... 4.21 / 5.26 eV
LUMO level (spin up / spin down) ... -3.54 / -3.13 eV
Relative energy (zero: lowest compared OMol25 entry of this formula, charge and spin) ... 95.82 kcal/mol

=====

Density functional theory data (ωB97M-V/def2-TZVPD) for a cluster of 2 separate species, C10H16 in total.

Geometry (Å):
C (2.97, 0.18, -1.42)
C (2.11, -0.17, -0.22)
C (0.66, -0.01, -0.61)
C (-0.11, 1.10, -0.40)
C (-1.35, 1.23, -0.96)
C (-1.86, 0.24, -1.78)
C (-1.19, -1.00, -1.75)
C (0.02, -1.16, -1.12)
H (2.67, -0.51, -2.25)
H (4.10, -0.12, -1.22)
H (3.06, 1.26, -1.59)
H (2.53, -1.20, 0.02)
H (2.28, 0.59, 0.58)
H (0.29, 1.92, 0.18)
H (-1.88, 2.17, -0.96)
H (-2.84, 0.27, -2.18)
H (-1.80, -1.83, -2.20)
H (0.58, -2.08, -1.02)
C (-0.48, -0.80, 3.53)
C (-1.38, 0.43, 3.16)
H (0.01, -0.74, 4.51)
H (-1.14, -1.71, 3.68)
H (0.19, -1.05, 2.68)
H (-0.58, 1.18, 2.86)
H (-1.84, 0.93, 3.99)
H (-1.84, 0.23, 2.18)

Computed properties:
Structure (SMILES) ... CCc1ccccc1.CC
Kohn-Sham gap ... 9.91 eV
LUMO level ... 0.88 eV
Relative energy (zero: lowest compared OMol25 entry of this formula, charge and spin) ... 34.95 kcal/mol

=====

Density functional theory data (ωB97M-V/def2-TZVPD) for a cluster of 21 separate species, C25H8Cl80F5NO3S in total.

Geometry (Å):
N (2.34, -0.83, 3.68)
C (2.40, -0.89, 2.23)
C (1.02, -1.32, 1.60)
O (0.02, -1.48, 2.59)
C (-1.20, -0.95, 2.22)
S (-1.69, 0.52, 3.19)
O (-3.11, 0.45, 3.38)
O (-1.01, 0.53, 4.44)
C (-1.38, 2.09, 2.26)
F (-1.78, 3.06, 3.08)
F (-2.13, 2.18, 1.16)
C (0.09, 2.42, 1.90)
F (0.15, 3.75, 1.71)
F (0.92, 2.12, 2.89)
F (0.47, 1.86, 0.75)
H (2.62, 0.08, 4.01)
H (3.03, -1.47, 4.03)
H (3.13, -1.65, 1.98)
H (2.66, 0.06, 1.79)
H (0.75, -0.56, 0.89)
H (1.17, -2.24, 1.06)
H (-1.28, -0.79, 1.15)
H (-1.93, -1.69, 2.48)
C (-4.23, -2.34, -0.17)
Cl (-2.61, -1.77, -0.61)
Cl (-4.24, -2.87, 1.52)
Cl (-5.37, -1.02, -0.39)
Cl (-4.70, -3.69, -1.20)
C (-3.83, 1.41, -3.32)
Cl (-2.57, 1.42, -4.57)
Cl (-4.67, -0.15, -3.37)
Cl (-3.08, 1.64, -1.74)
Cl (-4.98, 2.71, -3.62)
C (6.51, -1.59, 4.66)
Cl (4.98, -2.10, 5.39)
Cl (6.62, -2.19, 3.00)
Cl (6.61, 0.17, 4.67)
Cl (7.85, -2.26, 5.59)
C (1.89, 7.05, 2.91)
Cl (1.34, 7.42, 1.27)
Cl (1.57, 5.35, 3.24)
Cl (3.63, 7.37, 3.03)
Cl (1.02, 8.05, 4.07)
C (-0.99, -4.56, -3.20)
Cl (-0.21, -4.19, -1.66)
Cl (0.23, -4.65, -4.47)
Cl (-1.82, -6.12, -3.07)
Cl (-2.16, -3.30, -3.60)
C (-0.11, -6.24, -8.56)
Cl (-0.20, -8.01, -8.55)
Cl (-0.83, -5.62, -10.05)
Cl (-1.02, -5.62, -7.17)
Cl (1.59, -5.72, -8.48)
C (4.45, -4.13, -0.59)
Cl (4.83, -3.27, -2.09)
Cl (5.95, -4.61, 0.21)
Cl (3.53, -3.07, 0.49)
Cl (3.50, -5.57, -0.97)
C (-8.86, 3.51, -3.37)
Cl (-7.49, 4.62, -3.47)
Cl (-8.38, 2.12, -2.40)
Cl (-10.22, 4.33, -2.61)
Cl (-9.32, 2.98, -4.99)
C (-2.63, 7.57, 1.14)
Cl (-2.36, 6.02, 1.93)
Cl (-2.02, 8.87, 2.17)
Cl (-1.79, 7.60, -0.41)
Cl (-4.36, 7.80, 0.87)
C (3.46, -7.46, -5.21)
Cl (2.01, -7.84, -6.16)
Cl (4.87, -8.16, -6.01)
Cl (3.68, -5.71, -5.09)
Cl (3.28, -8.15, -3.59)
C (7.67, -2.66, -5.16)
Cl (7.71, -4.34, -4.64)
Cl (8.69, -1.69, -4.09)
Cl (8.28, -2.54, -6.82)
Cl (6.01, -2.06, -5.10)
C (9.01, 0.88, 8.10)
Cl (9.47, 1.45, 9.70)
Cl (9.98, -0.53, 7.68)
Cl (7.30, 0.44, 8.09)
Cl (9.29, 2.15, 6.91)
C (0.17, -10.56, -2.07)
Cl (0.53, -9.71, -3.58)
Cl (1.68, -10.93, -1.23)
Cl (-0.83, -9.53, -1.05)
Cl (-0.70, -12.06, -2.43)
C (1.19, 8.65, 8.02)
Cl (1.81, 9.37, 9.50)
Cl (2.50, 8.41, 6.87)
Cl (0.45, 7.09, 8.38)
Cl (-0.02, 9.73, 7.31)
C (-8.56, 0.19, 1.53)
Cl (-9.86, 1.06, 2.35)
Cl (-7.54, -0.61, 2.73)
Cl (-9.26, -1.02, 0.44)
Cl (-7.59, 1.32, 0.59)
C (-10.84, 1.18, -8.49)
Cl (-9.42, 0.64, -7.60)
Cl (-11.98, 1.95, -7.38)
Cl (-10.35, 2.35, -9.73)
Cl (-11.61, -0.20, -9.26)
C (6.09, 8.80, 9.29)
Cl (7.86, 8.72, 9.35)
Cl (5.57, 10.43, 9.73)
Cl (5.56, 8.43, 7.65)
Cl (5.44, 7.63, 10.44)
C (-5.61, -1.26, -7.27)
Cl (-7.17, -1.93, -6.77)
Cl (-5.21, -1.86, -8.89)
Cl (-5.71, 0.50, -7.30)
Cl (-4.37, -1.76, -6.13)
C (1.70, 7.19, 13.48)
Cl (2.12, 6.01, 14.73)
Cl (3.13, 7.52, 12.49)
Cl (0.41, 6.54, 12.47)
Cl (1.16, 8.68, 14.24)
C (2.44, -6.68, -12.59)
Cl (1.91, -7.81, -11.35)
Cl (3.72, -7.42, -13.55)
Cl (1.08, -6.26, -13.63)
Cl (3.06, -5.21, -11.82)

Computed properties:
Kohn-Sham gap ... 9.34 eV
LUMO level ... -0.10 eV

=====

Density functional theory data (ωB97M-V/def2-TZVPD) for an isolated molecule of C4H9NO2.

Geometry (Å):
C (2.19, -0.27, -1.24)
N (0.93, 0.01, -0.58)
C (0.97, 0.67, 0.50)
O (-0.10, 1.02, 1.21)
C (-1.41, 0.81, 0.63)
C (-1.90, -0.63, 0.68)
O (-1.44, -1.46, -0.35)
H (2.36, -1.35, -1.27)
H (2.14, 0.07, -2.28)
H (3.05, 0.21, -0.76)
H (1.88, 1.03, 0.98)
H (-2.06, 1.45, 1.23)
H (-1.39, 1.17, -0.41)
H (-1.66, -1.03, 1.68)
H (-3.00, -0.60, 0.60)
H (-0.57, -1.10, -0.62)

Computed properties:
Structure (SMILES) ... C/N=C/OCCO
Kohn-Sham gap ... 10.89 eV
LUMO level ... 0.98 eV
Relative energy (zero: lowest compared OMol25 entry of this formula, charge and spin) ... 41.92 kcal/mol